one.
The molecule C22H36N2O2. Source: the OMol25 dataset; level of theory: ωB97M-V/def2-TZVPD.

```
62
C22H36N2O2 ωB97M-V/def2-TZVPD
C -8.583 1.672 -0.143
C -7.421 1.060 0.629
C -7.230 -0.412 0.273
C -6.111 -1.087 1.069
N -4.812 -0.479 0.829
C -4.239 0.307 1.892
C -4.182 -0.768 -0.332
O -4.668 -1.506 -1.169
C -2.850 -0.110 -0.548
C -2.788 1.160 -1.114
C -1.555 1.725 -1.374
C -0.382 1.050 -1.077
C -0.436 -0.224 -0.518
O 0.629 -0.998 -0.193
C 1.952 -0.528 -0.397
C 2.395 0.432 0.709
C 3.869 0.795 0.518
N 4.660 -0.408 0.543
C 6.023 -0.342 1.003
C 7.115 0.446 0.223
C 7.158 0.059 -1.255
C 8.458 0.081 0.867
C 6.920 1.960 0.346
C 4.326 -1.299 -0.540
C 2.871 -1.748 -0.387
C -1.685 -0.796 -0.260
H -8.408 1.596 -1.214
H -8.703 2.723 0.112
H -9.511 1.154 0.089
H -7.611 1.155 1.702
H -6.508 1.612 0.396
H -8.158 -0.956 0.462
H -6.996 -0.504 -0.789
H -6.054 -2.137 0.762
H -6.318 -1.038 2.140
H -3.304 0.754 1.562
H -4.926 1.101 2.191
H -4.036 -0.323 2.764
H -3.697 1.691 -1.351
H -1.497 2.710 -1.815
H 0.561 1.525 -1.295
H 2.028 -0.034 -1.378
H 2.267 -0.071 1.669
H 1.782 1.334 0.709
H 4.192 1.448 1.330
H 3.971 1.347 -0.436
H 5.991 0.071 2.018
H 6.364 -1.379 1.085
H 8.031 0.504 -1.730
H 6.276 0.416 -1.780
H 7.220 -1.021 -1.371
H 8.664 -0.981 0.755
H 9.268 0.636 0.399
H 8.451 0.319 1.929
H 6.833 2.253 1.390
H 7.775 2.479 -0.082
H 6.030 2.291 -0.181
H 4.983 -2.169 -0.500
H 4.439 -0.827 -1.532
H 2.594 -2.426 -1.195
H 2.744 -2.270 0.562
H -1.717 -1.788 0.163
```

Its frontier orbital gap is 8.944 eV. The HOMO energy comes out at -8.3 eV. Its charge is 0. The SMILES is CCCCN(C)C(=O)c1cccc(OC2CCN(CC(C)(C)C)CC2)c1.


two.
The molecule C22H36N2O2. Source: the OMol25 dataset; level of theory: ωB97M-V/def2-TZVPD.

```
62
C22H36N2O2 ωB97M-V/def2-TZVPD
C 0.348 -2.188 8.108
C 0.088 -0.697 7.927
C -0.309 -0.363 6.492
C -0.574 1.134 6.320
N -0.860 1.488 4.945
C -2.142 1.090 4.422
C 0.080 2.151 4.228
O 1.127 2.536 4.717
C -0.230 2.392 2.783
C -0.333 3.697 2.311
C -0.546 3.916 0.964
C -0.639 2.858 0.074
C -0.517 1.551 0.535
O -0.603 0.425 -0.222
C -0.708 0.515 -1.634
C 0.632 0.856 -2.288
C 0.497 0.792 -3.807
N 0.084 -0.535 -4.211
C 0.206 -0.787 -5.640
C 1.240 -1.893 -5.942
C 2.612 -1.471 -5.416
C 1.308 -2.103 -7.456
C 0.816 -3.193 -5.259
C -1.218 -0.853 -3.663
C -1.159 -0.854 -2.139
C -0.315 1.331 1.898
H 1.152 -2.515 7.453
H -0.544 -2.764 7.869
H 0.631 -2.405 9.135
H 0.987 -0.137 8.190
H -0.709 -0.382 8.605
H 0.495 -0.656 5.814
H -1.203 -0.931 6.224
H 0.314 1.698 6.611
H -1.414 1.442 6.952
H -2.146 0.039 4.118
H -2.900 1.229 5.195
H -2.405 1.700 3.560
H -0.243 4.522 2.999
H -0.636 4.925 0.591
H -0.801 3.070 -0.972
H -1.466 1.264 -1.908
H 1.370 0.124 -1.958
H 0.972 1.847 -1.982
H 1.463 1.014 -4.263
H -0.226 1.563 -4.140
H -0.762 -1.089 -6.056
H 0.508 0.127 -6.162
H 2.946 -0.557 -5.903
H 3.347 -2.249 -5.609
H 2.559 -1.299 -4.345
H 2.030 -2.879 -7.697
H 0.338 -2.404 -7.847
H 1.610 -1.186 -7.958
H 1.544 -3.978 -5.454
H 0.747 -3.041 -4.186
H -0.152 -3.525 -5.630
H -1.512 -1.845 -4.012
H -1.988 -0.129 -3.996
H -2.136 -1.101 -1.722
H -0.440 -1.600 -1.800
H -0.214 0.313 2.240
```

Its frontier orbital gap is 9.309 eV. The HOMO energy comes out at -8.5 eV. Its charge is 0. The SMILES is CCCCN(C)C(=O)c1cccc(OC2CCN(CC(C)(C)C)CC2)c1.


What should be chosen as the least stable of them? Choose one.


one.
A cluster of 2 separate species, C9H11O3 in total. Source: the OMol25 dataset; level of theory: ωB97M-V/def2-TZVPD.

```
23
C9H11O3 ωB97M-V/def2-TZVPD
C 2.866 2.352 -0.579
C 0.217 -1.122 -0.064
C 1.382 -0.936 0.710
C 0.006 -0.141 -1.055
C 2.128 0.208 0.489
C 0.757 1.028 -1.314
C 1.876 1.199 -0.443
O -0.303 -2.322 -0.054
H -1.496 -2.516 -0.609
H 1.630 -1.638 1.504
H -0.905 -0.158 -1.661
H 2.822 0.530 1.260
H 0.371 1.621 -2.161
H 2.489 3.378 -0.903
H 3.764 2.302 -1.166
H 3.163 2.572 0.472
C -2.932 -0.747 1.440
C -3.083 -1.085 -0.016
O -2.626 -2.272 -0.321
O -3.671 -0.389 -0.836
H -3.733 -0.151 1.926
H -2.063 -0.016 1.458
H -2.661 -1.696 1.924
```

Its frontier orbital gap is 7.288 eV. The HOMO energy comes out at -3.8 eV. Its charge is -1.


two.
A cluster of 2 separate species, C9H11O3 in total. Source: the OMol25 dataset; level of theory: ωB97M-V/def2-TZVPD.

```
23
C9H11O3 ωB97M-V/def2-TZVPD
C 3.150 -1.593 0.089
C 4.717 -1.078 -0.151
O 5.443 -1.209 0.813
O 4.719 -0.425 -1.188
H 3.204 -2.214 1.090
H 2.942 -2.304 -0.642
H 2.556 -0.672 -0.101
C -2.396 2.600 1.206
C -1.126 -0.903 -0.867
C -2.494 -0.610 -0.815
C -0.168 -0.162 -0.103
C -2.790 0.539 -0.102
C -0.533 1.006 0.524
C -1.856 1.441 0.534
O -0.678 -1.987 -1.537
H -3.159 -1.101 -1.435
H -1.154 -2.144 -2.408
H 0.813 -0.756 0.043
H -3.758 0.839 -0.274
H 0.269 1.591 1.108
H -1.936 3.586 0.968
H -2.323 2.550 2.359
H -3.440 3.006 0.888
```

Its frontier orbital gap is 6.067 eV. The HOMO energy comes out at -3.3 eV. Its charge is -1.


What should be chosen as the least stable of them? Choose two.